[1]
107
Properties=species:S:1:pos:R:3:lowdin_charge:R:1 method="wB97M-V/def2-TZVPD" charge=-2 de_lowest_ev=0.228 total_energy_ha=-3232.02533 max_force_ev_per_a=1.34
C -6.2252 0.9675 -0.4662 -0.1282
C -5.3564 -0.2813 -0.6961 -0.3607
C -5.8217 -1.0094 -1.9482 -0.7354
Cl -6.6428 -2.5843 -1.3775 0.3772
P -4.4332 -1.4361 -3.2794 0.4720
C -3.1744 -2.0250 -1.9404 -0.3578
C -1.9692 -2.7279 -2.5716 -0.3598
C -2.3416 -3.9556 -3.3800 -0.5946
Cl -1.8179 -5.5143 -2.5940 0.4313
C -3.8050 0.4111 -3.2237 -0.8113
O -4.6705 1.3061 -3.4864 -0.1726
O -2.5878 0.6510 -2.9649 -0.1663
H -5.8772 1.5724 0.3683 0.0537
H -7.2580 0.6488 -0.3238 0.0581
H -6.2048 1.5635 -1.3725 0.0504
H -5.4745 -0.9032 0.1832 0.0645
H -4.3305 0.0689 -0.7553 0.0789
H -6.6257 -0.4821 -2.4366 0.0352
H -5.3833 -1.0228 -4.3418 -0.0434
H -4.9834 -2.7964 -3.4130 -0.0684
H -3.4206 -1.7300 -4.3297 -0.0194
H -2.7708 -1.2238 -1.3364 0.0361
H -3.6738 -2.7785 -1.3222 0.0622
H -1.3969 -2.0160 -3.1528 0.0928
H -1.3491 -3.0732 -1.7461 0.0524
H -1.8392 -3.9279 -4.3372 0.0496
H -3.3979 -4.0427 -3.5851 0.0223
C -0.3682 -1.5057 0.6104 -0.0916
O 0.3739 -2.6639 0.2448 -0.1945
C 1.7689 -2.5319 0.3858 -0.2036
C 2.2719 -3.1515 1.6709 -0.1967
O 1.7756 -2.5019 2.8375 -0.2314
C 0.6366 -3.1442 3.3845 -0.0992
H -1.3962 -1.8160 0.7856 0.0925
H 0.0250 -1.0399 1.5194 0.0782
H -0.3631 -0.7777 -0.2057 0.1002
H 2.0674 -1.4803 0.3136 0.1292
H 2.2240 -3.0772 -0.4473 0.1235
H 3.3643 -3.0537 1.6971 0.1205
H 2.0332 -4.2190 1.6972 0.1184
H 0.9422 -4.0028 3.9957 0.0844
H -0.0512 -3.4798 2.6076 0.0885
H 0.1215 -2.4238 4.0192 0.0882
C 4.2284 2.4032 4.4700 -0.1186
O 3.9400 1.2599 5.2566 -0.1917
C 3.2469 0.2519 4.5217 -0.1859
C 4.1696 -0.8175 3.9874 -0.1895
O 5.1074 -0.3035 3.0427 -0.1875
C 6.3667 -0.0055 3.6052 -0.1272
H 5.0309 2.9554 4.9628 0.0905
H 4.5571 2.1367 3.4646 0.0718
H 3.3466 3.0458 4.3982 0.0821
H 2.6744 0.7047 3.7077 0.1338
H 2.5421 -0.2162 5.2141 0.1278
H 3.5525 -1.5550 3.4685 0.0948
H 4.6953 -1.3248 4.8046 0.1279
H 6.9679 -0.9184 3.7021 0.0843
H 6.2755 0.4684 4.5854 0.0807
H 6.8793 0.6816 2.9313 0.0857
C -6.5604 6.0604 -1.8302 -0.1453
O -5.9319 4.8146 -1.9978 -0.1869
C -5.4002 4.6200 -3.3118 -0.1903
C -3.9274 4.9270 -3.3820 -0.1778
O -3.6329 6.3062 -3.1003 -0.2071
C -3.2467 6.5138 -1.7615 -0.1384
H -6.6239 6.2625 -0.7589 0.0813
H -6.0026 6.8730 -2.3053 0.0764
H -7.5788 6.0386 -2.2429 0.0809
H -5.9658 5.2222 -4.0337 0.1194
H -5.5247 3.5603 -3.5613 0.1072
H -3.5846 4.7306 -4.3994 0.1270
H -3.3687 4.2679 -2.7144 0.1316
H -2.1897 6.2538 -1.6246 0.0779
H -3.8489 5.9254 -1.0658 0.0837
H -3.3809 7.5737 -1.5333 0.0785
C 1.6958 6.3068 -0.0606 -0.0970
O 2.2804 7.0574 0.9982 -0.1974
C 1.7337 6.7533 2.2691 -0.2096
C 2.5767 5.7562 3.0369 -0.2140
O 2.6374 4.4920 2.4029 -0.1993
C 3.8029 4.3242 1.6146 -0.1090
H 2.3797 6.3409 -0.9071 0.0890
H 1.5334 5.2645 0.2158 0.0879
H 0.7425 6.7508 -0.3595 0.0858
H 0.7077 6.3883 2.1654 0.1296
H 1.7082 7.6908 2.8345 0.1221
H 2.1130 5.5981 4.0168 0.1239
H 3.5851 6.1498 3.2061 0.1255
H 4.6511 4.0470 2.2505 0.0740
H 4.0541 5.2276 1.0563 0.0843
H 3.6155 3.5179 0.9074 0.0998
C 1.8996 -6.7492 -0.9927 -0.0915
O 2.9977 -6.0121 -0.4639 -0.2046
C 3.8763 -6.7946 0.3183 -0.2167
C 5.0840 -7.2615 -0.4679 -0.2121
O 4.7409 -8.1313 -1.5331 -0.1948
C 4.6253 -7.4704 -2.7825 -0.1104
H 1.4865 -6.1819 -1.8243 0.0855
H 2.2061 -7.7334 -1.3531 0.0815
H 1.1216 -6.8676 -0.2326 0.0930
H 3.3455 -7.6478 0.7536 0.1263
H 4.2256 -6.1557 1.1371 0.1212
H 5.7381 -7.8273 0.2046 0.1205
H 5.6524 -6.4036 -0.8414 0.1250
H 5.6169 -7.3203 -3.2254 0.0846
H 4.1227 -6.5070 -2.6894 0.0856
H 4.0374 -8.1077 -3.4410 0.0891



[2]
105
Properties=species:S:1:pos:R:3:lowdin_charge:R:1 method="wB97M-V/def2-TZVPD" smiles="CCCCC[C@@H]1CCS(=O)(=O)O[C@@H]1CCF.COC[C@@H](C)N.COC[C@@H](C)N.COC[C@@H](C)N.COC[C@@H](C)N" total_energy_ha=-2311.39170 max_force_ev_per_a=0.61
C -0.1430 -1.1572 1.1495 -0.0963
C -0.5352 -2.2347 0.1121 -0.2293
C -1.9292 -2.0689 -0.5399 -0.2114
C -1.8410 -1.5090 -1.9578 -0.1987
C -1.5036 -0.0092 -1.9942 -0.1521
C -0.5228 0.3805 -3.1096 -0.2738
C 0.9329 0.1079 -2.7254 -0.1449
C 1.9971 0.6402 -3.7046 -0.1948
S 1.5889 1.9558 -4.8284 0.6209
O 2.0039 1.5859 -6.1478 -0.2707
O 1.9729 3.2098 -4.2433 -0.2764
O 0.0057 1.9226 -4.8687 -0.2079
C -0.7784 1.7878 -3.6501 -0.2634
C -0.6818 3.0397 -2.7453 -0.0914
C -0.0162 3.0018 -1.3828 -0.1724
F 1.3691 2.8555 -1.4787 -0.0532
H 0.8758 -0.7997 0.9774 0.0670
H -0.7931 -0.2790 1.0806 0.0582
H -0.1874 -1.5158 2.1809 0.0506
H -0.4658 -3.2241 0.5754 0.0971
H 0.2155 -2.2330 -0.6852 0.0887
H -2.4899 -3.0068 -0.5438 0.0966
H -2.5290 -1.3755 0.0652 0.1112
H -2.7864 -1.6881 -2.4784 0.1110
H -1.0620 -2.0523 -2.5094 0.1079
H -2.4266 0.5650 -2.1307 0.1258
H -1.0795 0.2651 -1.0247 0.0826
H -0.7562 -0.2792 -3.9592 0.1541
H 1.0663 -0.9789 -2.6928 0.1146
H 1.1437 0.4686 -1.7186 0.1061
H 2.3609 -0.1489 -4.3629 0.0968
H 2.8590 1.0222 -3.1585 0.0824
H -1.7929 1.7729 -4.0565 0.1496
H -1.7016 3.3948 -2.5567 0.1232
H -0.1914 3.8246 -3.3255 0.1167
H -0.3804 2.1942 -0.7481 0.1020
H -0.2115 3.9492 -0.8722 0.1129
C -3.2767 6.2255 0.4304 -0.1069
O -1.9808 6.2078 -0.1336 -0.2033
C -1.5791 7.3938 -0.7944 -0.2076
C -1.0068 8.4770 0.1263 -0.4381
C -2.0591 9.2136 0.9476 -0.0693
N 0.0350 7.9748 1.0225 0.0398
H -3.9655 6.8142 -0.1837 0.0905
H -3.2822 6.6269 1.4466 0.0756
H -3.6299 5.1953 0.4653 0.0858
H -0.7949 7.0856 -1.4905 0.1211
H -2.4146 7.7903 -1.3868 0.1198
H -0.5318 9.2075 -0.5368 0.1355
H -2.4112 8.6021 1.7791 0.0646
H -1.6305 10.1205 1.3718 0.0759
H -2.9201 9.4910 0.3367 0.0781
H 0.8096 7.6029 0.4826 0.0718
H -0.3382 7.1839 1.5393 0.0692
C -5.9477 -4.6460 0.4991 -0.1042
O -4.9401 -3.9326 1.1865 -0.1974
C -4.9868 -4.0174 2.5924 -0.2106
C -4.2882 -5.2634 3.1445 -0.4382
C -5.0730 -6.5561 2.9611 -0.0670
N -2.9430 -5.4319 2.5887 0.0465
H -6.8937 -4.6205 1.0495 0.0909
H -5.6723 -5.6893 0.3232 0.0744
H -6.0887 -4.1584 -0.4647 0.0875
H -4.4583 -3.1315 2.9577 0.1192
H -6.0248 -3.9556 2.9448 0.1211
H -4.1801 -5.0963 4.2213 0.1312
H -5.0290 -6.8995 1.9267 0.0640
H -4.6472 -7.3425 3.5829 0.0767
H -6.1212 -6.4269 3.2357 0.0799
H -2.3776 -4.6115 2.7924 0.0591
H -3.0190 -5.4492 1.5754 0.0685
C 1.8373 -2.2041 4.7894 -0.1049
O 0.6584 -2.8847 4.4078 -0.2050
C 0.1560 -3.8080 5.3560 -0.2036
C -0.6941 -3.1592 6.4531 -0.4331
C 0.1141 -2.4230 7.5150 -0.0690
N -1.7093 -2.2458 5.9217 0.0458
H 2.4899 -2.8522 5.3826 0.0909
H 1.6272 -1.2974 5.3626 0.0756
H 2.3585 -1.9215 3.8752 0.0865
H -0.4672 -4.5049 4.7943 0.1145
H 0.9805 -4.3847 5.7960 0.1208
H -1.2225 -3.9825 6.9460 0.1354
H 0.4837 -1.4683 7.1387 0.0635
H -0.5128 -2.2097 8.3800 0.0764
H 0.9691 -3.0156 7.8449 0.0790
H -2.3361 -2.7467 5.3052 0.0552
H -1.2454 -1.5585 5.3338 0.0694
C 8.7255 -1.2850 -3.1212 -0.1096
O 8.2516 0.0161 -3.3994 -0.1871
C 7.6027 0.1798 -4.6453 -0.2070
C 6.1126 -0.1757 -4.6398 -0.4282
C 5.8305 -1.6737 -4.6077 -0.0646
N 5.3786 0.4731 -3.5510 0.0474
H 9.0899 -1.7746 -4.0304 0.0892
H 7.9605 -1.9194 -2.6660 0.0739
H 9.5538 -1.1852 -2.4208 0.0867
H 7.7022 1.2402 -4.8885 0.1234
H 8.1313 -0.3926 -5.4195 0.1197
H 5.7052 0.2191 -5.5761 0.1388
H 6.0023 -2.0885 -3.6135 0.0653
H 4.7881 -1.8612 -4.8642 0.0704
H 6.4598 -2.2133 -5.3176 0.0793
H 5.4508 1.4821 -3.6466 0.0846
H 5.8483 0.2576 -2.6756 0.0772



[3]
104
Properties=species:S:1:pos:R:3:lowdin_charge:R:1 method="wB97M-V/def2-TZVPD" charge=+1 total_energy_ha=-1974.24328 max_force_ev_per_a=4.46
F -0.8819 3.1171 -4.3677 -0.0662
C -0.0847 3.9199 -3.5250 -0.1963
C -0.2528 3.3502 -2.0763 -0.1487
C 1.0341 3.4386 -1.1753 -0.1265
C 1.3110 4.8569 -0.5531 -0.2701
C 0.2420 5.4753 0.4602 -0.0778
C -0.0518 6.9303 -0.1776 -0.0981
C 0.7790 6.9473 -1.5242 -0.0941
N 1.8962 5.9434 -1.4024 0.0877
H -0.5055 4.9544 -3.6476 0.1098
H 0.9542 3.8851 -3.9281 0.1202
H -0.4811 2.2568 -2.1965 0.1308
H -1.1603 3.7982 -1.5955 0.1203
H 0.8436 2.7618 -0.2967 0.1182
H 1.9364 2.9966 -1.6811 0.1338
H 2.1627 4.6215 0.1491 0.1504
H -0.6386 4.7992 0.3760 0.1112
H 0.6999 5.4753 1.4766 0.1231
H -1.1193 6.8472 -0.4945 0.1229
H 0.2059 7.7329 0.5436 0.1175
H 0.9969 7.9110 -2.0350 0.1449
H 0.0913 6.4367 -2.2426 0.1085
H 2.7179 6.3431 -0.9326 0.1899
H 2.2752 5.5715 -2.2795 0.1834
C -0.5827 1.1233 2.2900 -0.1052
O -0.5860 0.4227 1.0543 -0.2079
C 0.6526 -0.2330 0.7981 -0.2059
C 0.5813 -1.7166 1.1261 -0.1921
O 0.4016 -1.9308 2.5196 -0.1854
C -0.9485 -2.2270 2.8540 -0.0964
H -1.6150 1.3571 2.5522 0.0813
H -0.1477 0.5293 3.0960 0.0930
H -0.0241 2.0617 2.1821 0.0722
H 1.4673 0.2496 1.3490 0.1262
H 0.8580 -0.1198 -0.2721 0.1179
H 1.5338 -2.1793 0.8501 0.1158
H -0.2089 -2.2079 0.5502 0.1306
H -1.1759 -3.2625 2.5810 0.0926
H -1.6504 -1.5562 2.3538 0.0702
H -1.0662 -2.1117 3.9313 0.0939
C -4.6389 4.8035 4.0349 -0.1153
O -4.9276 4.3235 5.3369 -0.1856
C -4.9596 2.9023 5.4018 -0.1933
C -3.6653 2.3391 5.9686 -0.1897
O -2.5642 2.5843 5.0986 -0.2075
C -1.7726 3.6835 5.5206 -0.1100
H -4.3600 5.8547 4.1164 0.0881
H -3.8113 4.2584 3.5730 0.0767
H -5.5288 4.7234 3.4025 0.0894
H -5.1732 2.4737 4.4169 0.1128
H -5.7823 2.6309 6.0700 0.1287
H -3.7678 1.2534 6.0570 0.1270
H -3.4697 2.7397 6.9676 0.1284
H -1.1431 3.3831 6.3646 0.0913
H -2.3840 4.5411 5.8095 0.0856
H -1.1309 3.9779 4.6884 0.0780
C 4.3360 -1.4885 -2.5004 -0.1109
O 4.0494 -1.9616 -1.1941 -0.2021
C 4.0145 -3.3859 -1.1287 -0.1883
C 5.3116 -3.9488 -0.5631 -0.1934
O 6.4084 -3.7056 -1.4368 -0.2010
C 7.2031 -2.6050 -1.0227 -0.1075
H 4.6200 -0.4374 -2.4249 0.0826
H 5.1591 -2.0382 -2.9624 0.0856
H 3.4436 -1.5684 -3.1299 0.0869
H 3.7960 -3.8146 -2.1127 0.1076
H 3.1927 -3.6556 -0.4575 0.1178
H 5.2102 -5.0346 -0.4723 0.1247
H 5.5099 -3.5465 0.4352 0.1261
H 7.8361 -2.9028 -0.1804 0.0905
H 6.5932 -1.7457 -0.7342 0.0811
H 7.8405 -2.3146 -1.8582 0.0901
C 2.8193 -7.5034 -6.1900 -0.1080
O 3.7571 -6.6135 -6.7772 -0.1891
C 3.3692 -5.2518 -6.6578 -0.2024
C 4.1038 -4.5596 -5.5192 -0.2009
O 3.7328 -5.0976 -4.2553 -0.2135
C 4.6968 -6.0147 -3.7534 -0.1018
H 3.3020 -8.4737 -6.0726 0.0907
H 2.4888 -7.1585 -5.2074 0.0823
H 1.9527 -7.6186 -6.8484 0.0889
H 2.2849 -5.1666 -6.5315 0.1257
H 3.6363 -4.7594 -7.5982 0.1249
H 3.8187 -3.5022 -5.5130 0.1187
H 5.1870 -4.6138 -5.6635 0.1289
H 5.5567 -5.4614 -3.3600 0.0823
H 5.0333 -6.7166 -4.5189 0.0880
H 4.2388 -6.5808 -2.9413 0.0932
C -5.8857 -2.9542 0.4337 -0.1100
O -6.9826 -2.2018 0.9295 -0.1907
C -7.1377 -2.3230 2.3380 -0.1992
C -6.5611 -1.1195 3.0682 -0.1999
O -5.1474 -1.0462 2.9172 -0.1948
C -4.7536 -0.1045 1.9326 -0.1045
H -5.6621 -2.6021 -0.5737 0.0890
H -4.9929 -2.8304 1.0515 0.0802
H -6.1531 -4.0142 0.3848 0.0898
H -6.6858 -3.2520 2.6998 0.1270
H -8.2122 -2.3734 2.5387 0.1263
H -6.7635 -1.2309 4.1380 0.1244
H -7.0384 -0.1940 2.7313 0.1257
H -4.8453 0.9096 2.3391 0.0770
H -5.3508 -0.1879 1.0218 0.0878
H -3.7085 -0.2918 1.6814 0.0741



[4]
114
Properties=species:S:1:pos:R:3:lowdin_charge:R:1 method="wB97M-V/def2-TZVPD" charge=+1 de_lowest_ev=0.000 total_energy_ha=-4249.72138 max_force_ev_per_a=3.49
C 5.3315 -0.5156 -3.9626 0.0202
C 4.1675 0.4488 -4.2944 -0.4034
C 3.7679 0.4125 -5.7922 -0.1187
C 2.8452 -0.7635 -6.1859 -0.1402
C 1.6316 -0.7064 -5.2269 -0.1336
C 1.9266 -0.9064 -3.7591 -0.4186
N 2.9815 0.1057 -3.3930 0.0212
O 3.1798 0.1619 -2.2573 0.2361
C 2.5154 -2.3297 -3.4950 0.0228
C 0.6454 -0.7910 -2.9136 0.0084
C 4.5330 1.9078 -3.9826 -0.0044
H 5.7290 -0.2512 -2.9814 0.1057
H 6.2144 -0.3830 -4.5878 0.1081
H 5.0113 -1.5489 -4.0619 0.0811
H 4.7034 0.2211 -6.3231 0.1278
H 3.4008 1.3557 -6.1911 0.1224
H 3.3186 -1.7374 -6.0707 0.1026
H 2.5151 -0.6204 -7.2117 0.1239
H 0.7857 -1.3060 -5.5661 0.1377
H 1.2297 0.3007 -5.4048 0.1308
H 3.0503 -2.3986 -2.5492 0.1051
H 3.1151 -2.6633 -4.3413 0.0732
H 1.7501 -3.1083 -3.4896 0.1069
H 0.2602 0.2280 -2.9937 0.0906
H 0.9727 -0.8459 -1.8736 0.0681
H -0.0605 -1.5854 -3.1265 0.0805
H 4.5662 2.1152 -2.9114 0.0953
H 3.8627 2.6382 -4.4306 0.0921
H 5.5511 2.0751 -4.3329 0.1074
Zn -2.7537 -2.6151 2.0105 0.9976
O -2.6352 -2.1453 0.0551 -0.3369
C -1.8040 -1.0257 0.0973 -0.3372
C -1.7622 -0.2219 1.4277 -0.2983
O -1.7691 -0.9735 2.6323 -0.3582
H -2.0253 -0.3497 -0.7483 0.1041
H -0.7793 -1.2228 -0.2711 0.0859
H -2.5177 0.5631 1.5295 0.0811
H -0.8215 0.3428 1.4034 0.0864
C 0.9648 -1.6502 4.8999 -0.2038
C -0.2296 -2.0840 5.7308 -0.2517
O -0.2556 -1.3927 6.9510 -0.0440
O 0.6761 -0.4507 4.1442 -0.1135
H 1.2349 -2.4094 4.1563 0.0917
H 1.8223 -1.4455 5.5382 0.1315
H -0.1825 -3.1593 5.9031 0.1115
H -1.1638 -1.7892 5.2388 0.1022
H -0.2202 -0.4414 6.8070 0.0917
H -0.1431 -0.6098 3.6470 0.0379
C -0.8375 3.8831 -1.6041 -0.2304
C -0.1493 2.6893 -0.9543 -0.2111
O 1.1534 2.5193 -1.5313 -0.0876
O -1.1916 3.6718 -2.9642 -0.0421
H -0.2127 4.7734 -1.4735 0.1274
H -1.7828 4.1463 -1.1293 0.1111
H -0.7535 1.7932 -1.1315 0.1058
H -0.0495 2.8283 0.1201 0.1051
H 1.0748 2.5190 -2.4890 0.0535
H -0.3861 3.5634 -3.4782 0.0690
C -4.3896 1.1470 4.0835 -0.2425
C -3.1237 1.5706 4.7832 -0.2239
O -2.2015 0.5480 5.1388 -0.0819
O -5.2810 0.4218 4.9272 -0.0398
H -4.1825 0.5581 3.1796 0.0984
H -4.8778 2.0243 3.6513 0.1243
H -3.4403 2.0754 5.6995 0.1277
H -2.5344 2.3332 4.2609 0.1028
H -2.0496 -0.0413 4.3869 0.0198
H -5.0919 -0.4965 4.7241 0.0743
C -2.9828 -2.7991 -3.5325 -0.2505
C -2.3085 -4.0163 -2.8987 -0.2484
O -1.2089 -3.7659 -2.0448 -0.0822
O -3.8491 -2.1735 -2.6136 -0.0594
H -3.5476 -3.1350 -4.4020 0.1205
H -2.2194 -2.0954 -3.8928 0.1009
H -1.9956 -4.7092 -3.6814 0.1164
H -3.1364 -4.5032 -2.3695 0.1263
H -1.5558 -3.1887 -1.3424 0.0387
H -3.4148 -2.1634 -1.7506 0.0295
O -1.3187 -3.9733 1.7631 -0.0399
C -0.2305 -4.3570 2.2241 -0.5099
N -0.1370 -4.8060 3.4722 0.2094
C 1.0087 -4.2158 1.3988 0.0378
H 0.6273 -5.3163 3.8853 0.1353
H -0.9696 -4.8606 4.0404 0.1263
H 1.2783 -5.1934 0.9878 0.1039
H 1.8432 -3.8995 2.0234 0.0871
H 0.8650 -3.5885 0.5243 0.0885
O 4.3152 -0.5239 0.8530 0.0037
C 3.3470 -0.2436 1.5521 -0.5994
N 3.2313 -0.6062 2.8307 0.1858
C 2.1713 0.4623 0.9028 -0.0043
H 4.0087 -1.1113 3.2220 0.1189
H 2.2902 -0.5903 3.2235 0.0515
H 2.4889 1.4617 0.6072 0.0876
H 1.4011 0.6946 1.6423 0.0413
H 1.7615 -0.1636 0.1161 0.0626
O -1.3845 4.1635 2.1945 0.0221
C -0.2541 4.1271 2.6617 -0.5842
N 0.4771 5.2463 2.8695 0.1614
C 0.2996 2.8665 3.2859 -0.0046
H 0.1764 6.0053 2.2789 0.1107
H 1.0096 5.3716 3.7105 0.1101
H -0.4390 2.0837 3.1311 0.0600
H 0.4843 2.9378 4.3588 0.0991
H 1.2755 2.6713 2.8395 0.0770
O -5.6844 3.7267 -0.8743 0.0349
C -4.7387 3.4499 -0.1578 -0.6029
N -4.2307 4.4232 0.6449 0.1616
C -4.0354 2.1251 -0.1997 -0.0050
H -3.3394 4.3878 1.1131 0.0523
H -4.6276 5.3261 0.4381 0.1098
H -4.5918 1.3919 0.3809 0.0877
H -3.0281 2.2858 0.1871 0.0502
H -3.9613 1.8331 -1.2455 0.0946